Record 1
{
  "formula": "C4H6B4F19O2Pt",
  "method": "the ωB97M-V functional and the def2-TZVPD basis",
  "s2": 2.002,
  "lumo_energy_ev": [7.0, 7.0],
  "multiplicity": 3,
  "total_charge": -3,
  "homo_lumo_gap_ev": [7.42, 7.12],
  "e_above_lowest_kj_mol": 88.1,
  "symbols": ["Pt", "F", "F", "F", "F", "F", "F", "F", "F", "F", "F", "F", "F", "F", "F", "F", "F", "F", "F", "F", "O", "O", "C", "C", "C", "C", "B", "B", "B", "B", "H", "H", "H", "H", "H", "H"],
  "xyz": [[0.791477, 0.631688, -0.403065], [1.014570, -2.718132, -2.443353], [1.473637, -0.504539, 1.296388], [2.670831, -0.125749, -1.418523], [1.448108, 1.451096, -2.398830], [2.615484, 1.796646, 0.307885], [-3.718324, 1.924392, -1.873266], [-3.036934, -0.186665, -1.705489], [3.684540, 1.680777, -2.540292], [-4.367066, 0.708676, -0.239950], [1.867401, -2.381963, 2.573878], [-0.151263, -0.745160, -2.051623], [3.591898, -0.995523, 2.082239], [2.682694, 2.451821, 2.519856], [2.625006, -2.261653, 0.397277], [-0.494291, -2.558121, -0.724101], [0.713823, 2.275504, 1.400543], [-1.208706, -2.736127, -2.858431], [2.216553, 3.996090, 0.918660], [2.661206, 0.048557, -3.744469], [-1.457378, 0.214669, 0.418483], [-1.090686, 1.953957, -0.959269], [-2.075234, 1.386737, -0.164628], [-2.285310, -0.637842, 1.183953], [-1.492420, -1.323060, 2.275320], [-3.284749, 0.941390, -1.055777], [-0.177174, -2.158532, -2.056358], [2.621451, 0.739279, -2.529875], [2.406305, -1.563316, 1.561929], [2.066337, 2.639914, 1.285478], [-2.506722, 1.976988, 0.655902], [-0.627483, -1.916058, 1.988414], [-2.785288, -1.414453, 0.594283], [-3.157736, -0.255086, 1.730399], [-1.128708, -0.522200, 2.935911], [-2.105850, -1.814001, 3.040500]],
  "atomic_forces_ev_per_a": [[-0.8, -0.3, -1.6], [0.6, 0.1, -0.3], [-0.3, -0.2, 1.0], [0.7, -0.4, -0.1], [-1.3, 1.1, -0.7], [0.7, 0.5, 0.1], [0.3, -0.4, -0.4], [-0.4, 0.4, -0.6], [0.0, -0.4, 0.2], [-0.5, -0.3, -0.1], [-0.3, -0.1, 0.0], [-0.2, -0.2, -0.6], [-0.2, -0.1, -0.3], [0.3, 0.0, 0.2], [0.1, -0.2, 0.1], [0.1, 0.2, 0.0], [-0.3, 0.7, 0.5], [0.0, 0.8, -0.4], [-0.2, -0.2, -0.1], [-0.1, -0.2, 0.2], [-2.1, 0.1, 0.8], [-1.7, -0.9, 2.0], [2.2, 0.2, -2.4], [-0.5, -2.0, 0.7], [0.7, 1.1, 1.3], [0.7, 0.2, 1.4], [-0.8, -1.4, 1.2], [1.6, 0.3, -1.0], [0.8, -0.2, 0.4], [0.2, 0.7, 0.8], [0.1, 0.3, 0.1], [-0.2, -0.1, -0.2], [0.4, 0.1, -0.7], [0.3, 1.4, -0.3], [0.6, 0.1, -0.4], [-0.4, -0.7, -0.7]],
  "lowdin_charge": [1.519, 0.141, 0.002, 0.076, 0.082, 0.075, 0.113, 0.175, 0.079, 0.058, 0.081, 0.061, 0.086, 0.110, 0.148, 0.076, 0.063, 0.049, 0.083, 0.114, -0.165, -0.232, -0.415, -0.294, -0.077, -0.552, -1.239, -1.276, -1.237, -1.271, 0.144, 0.065, 0.113, 0.106, 0.081, 0.061]
}

=====

Record 2
{
  "formula": "C4H6BNO2S",
  "method": "the ωB97M-V functional and the def2-TZVPD basis",
  "lumo_energy_ev": 0.2,
  "homo_lumo_gap_ev": 8.32,
  "e_above_lowest_kj_mol": 113.3,
  "symbols": ["S", "O", "O", "N", "C", "C", "C", "C", "B", "H", "H", "H", "H", "H", "H"],
  "xyz": [[2.323501, 0.386420, 0.040381], [-1.602439, 1.553238, 0.065408], [0.346384, 2.919261, 0.001778], [1.213830, -1.911490, -0.002049], [2.371628, -1.311904, -0.089622], [-1.322279, -1.635460, 0.072829], [0.679832, 0.467918, -0.001541], [0.125231, -1.197739, 0.055213], [-0.232483, 1.697037, 0.027336], [-1.889863, 2.436040, -0.160745], [-0.341143, 3.526396, -0.244449], [-1.493084, -2.649231, 0.300809], [-1.615718, -1.444909, -0.949003], [-1.876396, -1.020214, 0.696776], [3.313005, -1.815365, 0.186878]],
  "atomic_forces_ev_per_a": [[0.0, -0.5, -0.5], [0.4, 0.1, -0.3], [0.3, 0.5, -0.3], [-1.0, -1.6, -0.1], [1.2, 0.4, 1.4], [2.2, 0.7, -1.7], [-2.9, -4.7, 0.7], [2.4, 5.3, 0.0], [0.6, -1.7, 0.2], [-1.1, 0.2, 0.1], [-0.1, 1.2, 0.0], [0.2, -1.3, 0.3], [-0.7, -0.1, -0.3], [-1.0, 1.2, 1.2], [-0.6, 0.2, -0.7]],
  "lowdin_charge": [1.065, 0.163, 0.170, -0.035, -0.482, -0.023, -0.317, -0.211, -0.789, 0.091, 0.091, 0.067, 0.088, 0.048, 0.074]
}

=====

Record 3
{
  "formula": "C4H6BiO7",
  "method": "the ωB97M-V functional and the def2-TZVPD basis",
  "s2": 1.003,
  "lumo_energy_ev": [-0.7, -2.2],
  "multiplicity": 2,
  "homo_lumo_gap_ev": [6.25, 4.75],
  "e_above_lowest_kj_mol": 20.4,
  "symbols": ["Bi", "O", "O", "O", "O", "O", "O", "O", "C", "C", "C", "C", "H", "H", "H", "H", "H", "H"],
  "xyz": [[-3.256898, 4.176292, 0.340468], [2.613133, -1.894392, -1.431841], [-2.562188, 2.470045, -0.790709], [-1.681484, 2.932208, 1.168501], [-0.443487, -1.881489, -2.437852], [-0.977570, 1.139754, -0.011078], [1.427536, -2.982258, 0.140754], [1.275114, -0.752713, -0.187032], [-0.068633, 0.808405, 1.042710], [-1.747611, 2.211094, 0.136022], [1.613054, -1.996364, -0.546914], [0.360704, -0.627521, 0.899569], [-0.061519, -1.018593, -2.260090], [2.930963, -2.781152, -1.643913], [-0.514641, -1.272073, 0.744386], [-0.569696, 0.926783, 2.010727], [0.794553, 1.486953, 1.005486], [0.868669, -0.944976, 1.820802]],
  "atomic_forces_ev_per_a": [[-1.9, 2.4, 0.2], [-0.6, 0.2, -1.0], [0.5, -0.7, -0.3], [0.7, -0.5, 0.4], [-0.2, -0.7, -0.1], [-0.1, -0.1, -0.3], [-0.9, 0.6, -1.3], [-0.8, 0.4, -1.0], [0.3, 0.2, 0.4], [0.9, -1.4, -0.2], [2.5, -0.8, 3.2], [-0.3, -0.3, 0.3], [0.2, 0.8, 0.1], [-0.1, -0.1, 0.1], [0.2, 0.1, 0.0], [0.1, 0.0, -0.2], [-0.2, -0.2, 0.0], [-0.2, 0.0, -0.2]],
  "lowdin_charge": [1.141, 0.145, -0.244, -0.264, 0.058, 0.051, 0.116, 0.019, -0.121, -0.857, -0.643, -0.127, 0.002, 0.138, 0.149, 0.140, 0.149, 0.147]
}

=====

Record 4
{
  "formula": "C4H6Br2O",
  "method": "the ωB97M-V functional and the def2-TZVPD basis",
  "lumo_energy_ev": 0.5,
  "homo_lumo_gap_ev": 10.52,
  "e_above_lowest_kj_mol": 145.1,
  "symbols": ["Br", "Br", "O", "C", "C", "C", "C", "H", "H", "H", "H", "H", "H"],
  "xyz": [[-0.618330, 2.371841, 0.990443], [-1.471391, -1.944846, -0.372850], [1.303962, 0.380015, 0.711871], [-0.705381, -0.582965, 0.747507], [0.044631, 0.617085, 0.115461], [0.725377, -0.744534, 1.297408], [0.097920, 0.596789, -1.454614], [0.498359, -0.804562, 2.342179], [-0.940655, 0.514451, -1.731188], [0.553525, 1.530640, -1.695694], [1.331961, -1.628910, 1.047829], [-1.399816, -0.365303, 1.550755], [0.717433, -0.267019, -1.647832]],
  "atomic_forces_ev_per_a": [[0.1, -0.8, -0.9], [0.1, 0.1, 0.0], [-1.3, 0.4, -0.3], [1.6, 0.6, -0.2], [-0.9, 1.6, -1.5], [0.0, -3.7, 1.0], [-0.3, 0.6, 3.3], [1.1, 0.8, 1.2], [-0.1, 0.0, -0.8], [0.3, 0.5, -0.8], [-0.6, 0.0, -0.1], [-0.1, 0.1, -0.4], [0.0, -0.1, -0.6]],
  "lowdin_charge": [0.617, 0.732, -0.096, -0.671, -0.806, -0.246, -0.062, 0.113, 0.061, 0.069, 0.135, 0.072, 0.083]
}

=====

Record 5
{
  "formula": "C4H6Br2S",
  "method": "the ωB97M-V functional and the def2-TZVPD basis",
  "lumo_energy_ev": [-0.1, -0.1],
  "homo_lumo_gap_ev": [7.49, 7.48],
  "e_above_lowest_kj_mol": 452.1,
  "symbols": ["Br", "Br", "S", "C", "C", "C", "C", "H", "H", "H", "H", "H", "H"],
  "xyz": [[-2.422293, 1.642290, -0.277923], [-3.531852, -1.245209, 0.225052], [0.952092, -0.855427, 0.847611], [1.337301, 0.928600, 1.168071], [-0.069100, -0.865382, -0.456730], [-0.503928, -1.366712, -1.554124], [-2.072148, -0.025232, 0.593158], [0.126253, -1.802651, -2.265745], [-1.712446, 0.183597, 1.566348], [1.340725, 1.392718, 0.161989], [2.262813, 0.846218, 1.769580], [0.439793, 1.301596, 1.757555], [-1.542194, -1.219177, -1.954285]],
  "atomic_forces_ev_per_a": [[0.0, 0.2, 0.1], [0.7, 0.3, 0.7], [1.5, -0.4, 0.3], [-1.9, -0.8, 0.0], [-3.4, 1.6, 2.7], [-1.6, 0.5, -1.4], [1.4, -0.7, -3.2], [1.2, -0.9, -0.9], [-0.3, -0.4, 1.2], [0.6, 0.1, 0.9], [-0.5, 0.6, -0.6], [1.4, -0.1, -0.6], [0.8, -0.1, 0.8]],
  "lowdin_charge": [0.512, 0.539, 0.838, -0.333, -0.554, -0.062, -1.136, 0.050, -0.053, 0.049, 0.037, 0.044, 0.070]
}

=====

Record 6
{
  "formula": "C4H6BrN",
  "method": "the ωB97M-V functional and the def2-TZVPD basis",
  "lumo_energy_ev": 0.7,
  "homo_lumo_gap_ev": 10.34,
  "e_above_lowest_kj_mol": 205.3,
  "symbols": ["Br", "N", "C", "C", "C", "C", "H", "H", "H", "H", "H", "H"],
  "xyz": [[-3.558482, 0.039488, 0.097352], [0.770599, -1.041489, -0.468713], [-1.836067, -0.956986, -0.020943], [1.738436, -0.513033, 0.063001], [-0.716178, -0.032472, -0.363107], [-0.518716, 1.244431, -0.401669], [0.524706, 1.669130, -0.547882], [2.650868, -1.117191, 0.082625], [-1.402496, -1.549007, 0.846143], [1.711429, 0.567480, 0.591924], [-1.421096, 1.883665, -0.466798], [-1.943566, -1.669876, -0.874946]],
  "atomic_forces_ev_per_a": [[1.0, -0.8, 0.4], [-5.2, 0.9, -0.7], [1.1, -0.5, -1.1], [1.5, 2.6, 2.1], [3.5, -3.0, 0.5], [0.2, 1.9, -1.0], [-1.7, -0.4, 0.1], [0.2, 0.5, 0.1], [-1.5, 0.8, -0.5], [0.3, -2.3, -1.1], [0.9, -0.1, 0.4], [-0.2, 0.5, 0.8]],
  "lowdin_charge": [0.605, 0.032, -0.560, -0.170, -0.352, -0.029, 0.077, 0.065, 0.101, 0.108, 0.050, 0.072]
}

=====

Record 7
{
  "formula": "C4H6BrN2",
  "method": "the ωB97M-V functional and the def2-TZVPD basis",
  "lumo_energy_ev": [-7.2, -7.2],
  "total_charge": 1,
  "homo_lumo_gap_ev": [5.52, 5.52],
  "e_above_lowest_kj_mol": 548.0,
  "symbols": ["Br", "N", "N", "C", "C", "C", "C", "H", "H", "H", "H", "H", "H"],
  "xyz": [[3.526674, -0.157019, 0.133212], [1.779190, 0.261910, 0.146033], [-0.221641, 1.096584, -0.331206], [-1.017358, -1.217226, 0.326097], [-0.715855, -1.977155, -0.604309], [1.096967, 1.122531, -0.474357], [-0.831398, 0.310275, 0.643254], [-0.700027, -2.598762, -1.447210], [1.516250, 1.857206, -1.162437], [-1.727550, 0.758540, 0.821620], [-0.824130, 1.838719, -0.652968], [-1.787540, -1.684190, 1.063753], [-0.093586, 0.388581, 1.538514]],
  "atomic_forces_ev_per_a": [[0.6, 0.6, -0.5], [-1.5, -1.4, 1.1], [-2.5, 0.5, -0.3], [-1.7, 0.4, 1.5], [-0.1, 0.2, 0.5], [3.3, 0.4, -1.2], [4.4, -0.3, 1.4], [0.5, -0.7, -0.9], [-0.2, 0.1, 0.0], [-2.8, 0.5, 0.9], [0.5, 0.1, -0.5], [1.2, 0.4, -1.0], [-1.6, -0.9, -0.9]],
  "lowdin_charge": [0.729, -0.518, -0.010, -0.027, 0.402, -0.338, -0.148, 0.101, 0.142, 0.105, 0.162, 0.222, 0.178]
}

=====

Record 8
{
  "formula": "C4H6BrNO",
  "method": "the ωB97M-V functional and the def2-TZVPD basis",
  "lumo_energy_ev": 0.7,
  "homo_lumo_gap_ev": 9.50,
  "e_above_lowest_kj_mol": 242.3,
  "symbols": ["Br", "O", "N", "C", "C", "C", "C", "H", "H", "H", "H", "H", "H"],
  "xyz": [[1.314672, -0.469336, 1.909786], [0.074874, 0.896786, -1.482139], [-0.551420, -1.125017, -0.211092], [0.738050, 1.911510, -0.789511], [-0.365770, -0.262829, -1.114290], [-0.431053, -2.674430, 1.562217], [-0.105365, -1.554261, 0.959614], [-0.690666, -0.687599, -2.047569], [1.785630, 1.844547, -0.674287], [0.238188, 1.921003, 0.114631], [0.491635, 2.760310, -1.261322], [-0.958866, -3.449008, 0.984772], [-0.106052, -2.832088, 2.583139]],
  "atomic_forces_ev_per_a": [[-0.6, -0.1, -0.2], [1.1, 0.7, -1.0], [0.6, 0.3, 0.1], [-0.3, -1.9, 1.6], [-1.0, -2.6, -1.8], [-0.2, -1.0, 0.2], [1.0, 1.4, 1.1], [-0.7, 0.0, -0.7], [1.1, -0.7, 0.0], [-0.3, 0.5, 2.5], [-0.7, 3.1, -2.0], [-0.1, 0.6, 0.6], [0.0, -0.3, -0.3]],
  "lowdin_charge": [0.565, -0.021, 0.062, -0.051, -0.246, -0.041, -0.736, 0.133, 0.091, 0.062, 0.060, 0.079, 0.044]
}

=====

Record 9
{
  "formula": "C4H6BrNO4",
  "method": "the ωB97M-V functional and the def2-TZVPD basis",
  "lumo_energy_ev": -0.8,
  "homo_lumo_gap_ev": 9.24,
  "e_above_lowest_kj_mol": 0.0,
  "symbols": ["Br", "O", "O", "O", "O", "N", "C", "C", "C", "C", "H", "H", "H", "H", "H", "H"],
  "xyz": [[0.850717, 4.279357, -1.616504], [0.502260, 3.463330, -0.020877], [-1.949777, -0.433726, 0.652791], [1.915908, 1.792413, 0.282746], [-0.102561, 1.413652, -0.513993], [-1.380860, -2.560671, 0.891913], [0.296678, -0.901953, 0.190037], [0.872747, 2.149877, -0.081639], [-1.101120, -1.240956, 0.603027], [0.299579, 0.116839, -0.939909], [1.292507, 0.106928, -1.369196], [-2.158192, -2.607512, 1.534126], [0.835406, -0.521901, 1.040209], [0.785824, -1.781510, -0.206897], [-0.575805, -3.057874, 1.255403], [-0.383310, -0.216292, -1.701234]],
  "atomic_forces_ev_per_a": [[-0.1, 0.0, 0.1], [-0.4, 0.8, -0.1], [-2.6, 2.6, 0.1], [3.2, -1.2, 1.0], [-0.9, -0.5, -1.2], [0.8, -0.4, 0.7], [-0.1, 0.0, -0.7], [-1.5, 1.4, -0.1], [1.4, -1.8, 0.0], [0.1, -1.0, 0.5], [0.3, 0.5, -0.1], [-0.3, -0.2, -0.1], [0.4, 0.1, 0.4], [0.3, -0.3, 0.1], [-0.1, -0.2, -0.2], [-0.5, 0.2, -0.3]],
  "lowdin_charge": [0.855, -0.473, 0.122, 0.181, 0.055, 0.147, -0.076, -0.810, -0.583, -0.137, 0.132, 0.103, 0.129, 0.123, 0.095, 0.137]
}

=====

Record 10
{
  "formula": "C4H6Cl2FNO4",
  "method": "the ωB97M-V functional and the def2-TZVPD basis",
  "lumo_energy_ev": -0.8,
  "homo_lumo_gap_ev": 9.78,
  "e_above_lowest_kj_mol": 0.0,
  "symbols": ["Cl", "Cl", "F", "O", "O", "O", "O", "N", "C", "C", "C", "C", "H", "H", "H", "H", "H", "H"],
  "xyz": [[-0.583297, 2.221649, -1.924531], [1.220732, 2.589563, 0.234875], [1.701566, 1.060674, -1.653122], [-0.770108, -0.809336, -1.979287], [-1.952430, -0.284562, 1.524219], [0.543157, -2.185314, -1.054050], [2.216209, -0.845405, 0.592381], [-0.091478, -1.173808, -1.036239], [0.978496, -0.626096, 1.103152], [-1.410444, 0.305166, 0.299527], [0.736320, 1.458880, -0.922725], [-0.000318, -0.156458, 0.015351], [-1.357485, 1.399196, 0.538639], [2.146372, -1.519285, -0.206526], [-2.053274, 0.200219, -0.666356], [1.102705, 0.051499, 1.898694], [-2.977355, -0.191410, 1.668564], [0.550633, -1.495173, 1.567433]],
  "atomic_forces_ev_per_a": [[0.8, -0.5, 0.2], [0.5, 0.6, 1.2], [1.6, -0.7, -1.5], [-0.3, -0.6, -0.4], [-1.9, -0.4, -0.3], [1.0, -1.5, 0.8], [1.9, -2.1, -3.1], [-0.6, 1.7, -2.3], [-1.6, 0.0, -0.7], [-2.0, 1.7, 0.8], [-3.6, -2.2, 1.4], [0.7, 2.4, -0.1], [0.0, -0.8, -0.4], [0.1, 1.8, 2.6], [1.1, -0.1, 2.1], [-0.2, 1.3, 0.8], [3.1, 0.0, -1.1], [-0.5, -0.8, 0.1]],
  "lowdin_charge": [0.645, 0.764, 0.034, 0.044, -0.104, 0.110, -0.061, -0.354, -0.258, -0.229, -1.170, -0.195, 0.096, 0.148, 0.138, 0.114, 0.150, 0.129]
}